A structure of composition C8H12Br2N2. Source: the OMol25 dataset; level of theory: the ωB97M-V functional and the def2-TZVPD basis.

Positions of all 24 atoms, in Å:
C  3.79712  0.11496  0.13796
C  0.45888  0.14703  0.01411
C  2.78984  0.19763  1.00620
C  -0.52542  0.03721  -2.21615
C  -1.80553  1.17110  -0.31651
C  -1.49289  -1.44735  -0.41310
C  -0.36562  0.06825  2.43269
C  -0.86666  -0.03887  -0.70646
N  1.84037  0.09235  1.77896
N  0.57905  0.08023  1.28271
Br  4.56464  -1.54402  -0.20591
Br  4.61740  1.61136  -0.67519
H  0.12742  -0.80930  -2.52258
H  -1.34573  0.04381  -2.93061
H  -0.04312  1.06446  -2.41248
H  -1.19061  1.97834  -0.66655
H  -2.60414  1.04212  -0.97066
H  -1.97086  1.18824  0.78971
H  -2.48194  -1.39686  -0.01834
H  -1.62785  -1.89235  -1.47045
H  -0.72721  -2.00983  0.16691
H  -1.37906  -0.11508  1.90659
H  -0.05997  -0.67257  3.20660
H  -0.28808  1.08915  2.80255

***

The molecule C4H9NO. Source: the OMol25 dataset; level of theory: the ωB97M-V functional and the def2-TZVPD basis.

Computed properties:
SMILES ... CCCNC=O

Positions of all 15 atoms, in Å:
C  -1.71583  0.52514  0.34265
C  -0.86325  -0.32618  -0.59490
C  0.28449  -1.04551  0.11801
N  1.34389  -0.12427  0.51726
C  1.95178  0.74917  -0.32507
O  1.74434  0.84995  -1.52026
H  -2.35127  1.21321  -0.22386
H  -2.36779  -0.09497  0.96952
H  -1.08586  1.13026  1.00547
H  -0.41785  0.29505  -1.37472
H  -1.48320  -1.07265  -1.10510
H  0.69486  -1.83749  -0.52074
H  -0.07736  -1.52245  1.03705
H  1.67026  -0.14038  1.47056
H  2.67280  1.40113  0.20413

***

Let's list energy in order: -151549.85999 -7831.78435 eV.
Let's list LUMO in order: 0.001 0.844 eV.